C28H53BrFN3O10P | wB97M-V/def2-TZVPD

Results
M   721.62 g/mol
Charge   +1
Maximum force   4.2 eV Å⁻¹
LUMO energy   -4.119 eV
Highest occupied orbital energy   -10.7 eV
DFT total energy   -5030.102098 a.u.
Frontier orbital gap   0.2430 hartree

Cartesian coordinates (Å):
C 1.70 0.68 5.50
C 1.83 0.43 3.91
O 3.22 0.76 3.56
C 0.82 1.39 3.06
C -0.54 0.62 2.67
C -1.93 1.03 3.30
C -2.00 2.22 4.35
C -2.00 3.67 3.61
C -3.54 4.13 3.34
Br -1.13 5.09 4.68
C -3.23 0.24 2.87
N -4.57 0.56 3.39
N -3.15 -0.86 1.95
F -4.30 -1.50 1.63
C -1.91 -1.32 1.30
C -2.06 -2.55 0.31
C -1.83 -4.00 0.97
C -2.43 -4.17 2.45
N -3.90 -4.57 2.45
C -0.57 -0.58 1.62
P 0.98 -1.18 0.72
C 2.05 0.24 0.08
C 1.97 -2.43 1.73
H 2.23 1.64 5.85
H 2.25 -0.18 6.04
H 0.61 0.63 5.82
H 1.57 -0.67 3.73
H 3.77 -0.06 3.55
H 1.36 1.84 2.15
H 0.59 2.28 3.76
H -2.93 2.22 5.02
H -1.09 2.15 5.06
H -1.49 3.50 2.59
H -4.21 3.24 3.61
H -3.83 5.08 3.89
H -3.66 4.33 2.21
H -5.02 -0.33 3.67
H -4.51 1.19 4.20
H -1.25 -2.41 -0.51
H -3.06 -2.54 -0.27
H -0.74 -4.34 0.98
H -2.41 -4.75 0.30
H -2.23 -3.29 3.16
H -1.89 -5.08 2.91
H -4.26 -4.14 3.34
H -3.94 -5.58 2.67
H 2.94 0.47 0.77
H 2.38 0.02 -0.99
H 1.38 1.18 0.05
H 1.32 -2.86 2.58
H 2.83 -1.86 2.27
H 2.42 -3.28 1.12
C 5.82 -7.71 3.42
C 6.08 -6.86 2.20
O 5.42 -7.40 1.04
C 4.10 -7.18 0.97
O 3.43 -6.57 1.78
O 3.64 -7.77 -0.14
C 2.22 -7.70 -0.29
H 6.09 -8.75 3.23
H 6.39 -7.35 4.28
H 4.76 -7.71 3.69
H 7.15 -6.86 1.98
H 5.78 -5.82 2.36
H 1.86 -6.67 -0.22
H 1.74 -8.33 0.47
H 1.96 -8.09 -1.27
C 3.76 1.08 -6.52
C 3.07 -0.04 -5.77
O 2.33 0.46 -4.65
C 1.16 1.05 -4.94
O 0.68 1.18 -6.04
O 0.62 1.50 -3.80
C -0.59 2.24 -3.98
H 4.38 1.67 -5.83
H 4.39 0.68 -7.31
H 3.04 1.76 -6.96
H 3.82 -0.73 -5.36
H 2.42 -0.63 -6.42
H -1.32 1.68 -4.57
H -0.37 3.20 -4.46
H -1.02 2.44 -3.00
C -5.08 8.26 -5.45
C -4.04 8.14 -4.35
O -3.32 6.90 -4.46
C -2.38 6.86 -5.42
O -2.09 7.75 -6.18
O -1.83 5.63 -5.42
C -0.88 5.42 -6.46
H -5.74 7.39 -5.46
H -5.68 9.16 -5.31
H -4.61 8.31 -6.44
H -4.53 8.12 -3.38
H -3.34 8.98 -4.35
H -0.11 6.19 -6.46
H -1.39 5.38 -7.43
H -0.40 4.45 -6.29

Löwdin population analysis, charges in e, atoms 1 to 6:
1. C -0.057
2. C -0.374
3. O -0.079
4. C -0.083
5. C -0.032
6. C -0.026